C43H38GeIN9SSeTi as an isolated structure. Source: OMol25; level of theory: ωB97M-V/def2-TZVPD.

Properties
- LUMO energy (spin up / spin down) (eV) = -9.466 / -9.722
- highest occupied orbital energy (spin up / spin down) (eV) = -15.534 / -15.532
- total charge = +3
- spin multiplicity = 2
- energy above the lowest of the compared OMol25 structures with the same formula, charge and spin (kJ/mol) = 272.10
- Kohn-Sham gap (spin up / spin down) (eV) = 6.069 / 5.810
- expectation value of S² = 0.76

The geometry in XYZ format:
```
95
Properties=species:S:1:pos:R:3:lowdin_charge:R:1
Ti 1.4035 0.1447 0.2078 0.944
N 1.0073 0.1443 -4.0577 0.223
C 0.9905 -1.2401 -4.0178 -0.168
C 0.9352 -2.1592 -5.0570 0.017
C 0.9285 -3.4884 -4.6966 -0.040
C 0.9740 -3.8612 -3.3471 -0.038
C 1.0288 -2.9315 -2.3287 0.008
C 1.0385 -1.5779 -2.6638 -0.172
N 1.0920 -0.3834 -1.8965 0.052
C 1.0673 0.5887 -2.8031 -0.357
C 1.1341 1.9880 -2.4467 -0.364
C 1.2141 3.0653 -3.2732 -0.275
S 1.4053 4.4741 -2.3446 1.173
C 1.3541 3.5498 -0.9330 -0.462
N 1.2023 2.2568 -1.1034 -0.049
H 1.0055 0.7142 -4.8885 0.184
H 0.9052 -1.8474 -6.0925 0.129
H 0.8908 -4.2515 -5.4617 0.124
H 0.9684 -4.9132 -3.0941 0.119
H 1.0633 -3.2741 -1.3142 0.078
H 1.2043 3.1056 -4.3510 0.101
H 1.4357 4.0450 0.0208 0.090
Se 1.7510 -7.8493 1.2926 1.248
N 3.0205 -6.6217 1.1033 -0.197
C 2.4196 -5.4625 1.0268 -0.343
C 3.1246 -4.1975 0.8834 -0.064
C 4.5199 -4.1368 0.8694 0.056
C 5.1142 -2.9011 0.8101 0.014
C 4.3087 -1.7695 0.7275 -0.153
N 2.9777 -1.7945 0.6825 0.058
C 2.3945 -3.0118 0.7881 -0.161
C 0.9307 -3.0352 0.8485 -0.177
N 0.2819 -1.8552 0.6970 0.028
C -1.0495 -1.8919 0.7353 -0.129
C -1.8083 -3.0389 0.9202 0.011
C -1.1517 -4.2387 1.0631 0.058
C 0.2428 -4.2410 1.0201 -0.071
C 0.9969 -5.4822 1.1096 -0.348
N 0.4355 -6.6559 1.2498 -0.203
H 5.0937 -5.0523 0.9298 0.138
H 6.1887 -2.7860 0.8287 0.132
H 4.7935 -0.8065 0.7104 0.038
H -1.5615 -0.9573 0.5910 0.046
H -2.8869 -2.9668 0.9368 0.126
H -1.6791 -5.1750 1.1943 0.137
N 1.5432 -0.1878 2.4640 -0.039
C 2.0436 0.8856 3.3401 -0.186
C 1.0871 2.0400 3.1642 -0.185
N 0.9214 2.2500 1.7088 -0.015
H 0.6255 -0.4629 2.8058 0.090
H 2.1213 -1.0154 2.5545 0.091
H 3.0478 1.1554 3.0128 0.116
H 2.1082 0.5697 4.3809 0.139
H 1.4650 2.9335 3.6629 0.139
H 0.1084 1.8095 3.5847 0.106
H 1.7863 2.6439 1.3581 0.040
H 0.2145 2.9666 1.5730 0.031
I 4.3980 0.7613 -1.5399 0.954
C 3.3012 1.1172 0.2697 -0.753
H 3.2861 2.2049 0.3085 -0.044
H 3.9414 0.7791 1.0840 -0.035
C -4.3862 -1.1097 -2.2597 -0.027
C -3.1775 -0.6955 -2.8093 -0.038
C -2.3311 0.1267 -2.0866 -0.104
C -2.6875 0.5375 -0.8021 -0.330
C -3.8994 0.1084 -0.2438 -0.091
C -4.7521 -0.6972 -0.9866 -0.038
Ge -1.7675 1.7928 0.3219 1.228
C -2.2872 1.7047 2.1670 -0.322
C -2.9454 2.8292 2.6810 -0.084
C -3.4508 2.8171 3.9753 -0.031
C -3.2950 1.6958 4.7743 -0.024
C -2.6477 0.5696 4.2735 -0.046
C -2.1485 0.5749 2.9835 -0.127
C -1.7359 3.5598 -0.4007 -0.321
C -1.4321 4.6989 0.3586 -0.135
C -1.5572 5.9621 -0.1915 -0.041
C -1.9740 6.1037 -1.5129 -0.032
C -2.2634 4.9844 -2.2794 -0.050
C -2.1385 3.7145 -1.7319 -0.093
H -5.0476 -1.7497 -2.8287 0.126
H -2.9022 -1.0102 -3.8075 0.119
H -1.4073 0.4582 -2.5390 0.083
H -4.1973 0.4098 0.7540 0.108
H -5.7015 -1.0020 -0.5664 0.125
H -3.1132 3.7052 2.0703 0.098
H -3.9738 3.6858 4.3523 0.126
H -3.6883 1.6911 5.7823 0.127
H -2.5464 -0.3144 4.8895 0.122
H -1.6753 -0.3262 2.6159 0.075
H -1.1375 4.6214 1.4008 0.103
H -1.3504 6.8378 0.4094 0.126
H -2.0843 7.0928 -1.9382 0.128
H -2.6036 5.0990 -3.3003 0.125
H -2.3996 2.8521 -2.3334 0.100
```

---

C43H39AsCl5CsN6OS as an isolated structure. Source: OMol25; level of theory: ωB97M-V/def2-TZVPD.

Properties
- LUMO energy (eV) = 3.604
- highest occupied orbital energy (eV) = -1.632
- total charge = -2
- energy above the lowest of the compared OMol25 structures with the same formula, charge and spin (kJ/mol) = 152.51
- Kohn-Sham gap (eV) = 5.236

The geometry in XYZ format:
```
97
Properties=species:S:1:pos:R:3:lowdin_charge:R:1
Cs -1.1562 0.7509 -1.4538 0.898
C 5.7178 4.3332 0.0583 -0.074
C 4.3853 3.8224 0.5395 -0.306
C 3.4675 4.6448 1.1866 -0.075
C 2.2235 4.1682 1.5454 -0.028
C 1.7797 2.8484 1.2953 -0.257
N 0.4749 2.5006 1.4752 0.083
C -0.1236 2.7359 2.6465 -0.276
C 0.5048 2.6611 3.9260 -0.027
C -0.2066 2.7769 5.1033 -0.084
C -1.5889 2.9969 5.1327 -0.317
C -2.3523 3.1021 6.4276 -0.089
C -2.2135 3.1291 3.8991 -0.004
C -1.5138 3.0156 2.7123 -0.152
N -2.1898 3.3187 1.4855 -0.116
C -2.2595 4.5458 0.9339 -0.078
C -3.0801 4.4609 -0.1635 -0.091
C -3.4702 3.1094 -0.1941 -0.221
N -2.9291 2.4171 0.8037 0.061
C 2.7774 1.9975 0.7534 -0.086
C 4.0106 2.5024 0.3500 -0.009
N 2.6105 0.5594 0.6581 -0.058
C 3.6050 -0.3420 0.4375 -0.086
C 3.0684 -1.5953 0.5710 -0.090
C 1.7101 -1.3562 0.8604 -0.180
N 1.4445 -0.0620 0.9248 0.097
H 5.8750 5.3629 0.3871 0.062
H 5.7879 4.3275 -1.0329 0.073
H 6.5519 3.7368 0.4393 0.067
H 3.7162 5.6854 1.3758 0.097
H 1.5010 4.8388 1.9978 0.109
H 1.5709 2.4658 3.9523 0.103
H 0.3283 2.6772 6.0454 0.094
H -1.6796 2.9756 7.2794 0.059
H -3.1298 2.3370 6.5159 0.066
H -2.8450 4.0731 6.5436 0.064
H -3.2782 3.3412 3.8384 0.120
H -1.7001 5.3613 1.3619 0.122
H -3.3371 5.2444 -0.8557 0.083
H -4.0959 2.6032 -0.9172 0.091
H 4.7164 1.8458 -0.1430 0.099
H 4.6127 -0.0398 0.2240 0.101
H 3.5794 -2.5379 0.4629 0.087
H 0.9116 -2.0626 1.0296 0.086
Cl -1.0053 3.4685 -3.1967 0.518
C 0.5540 3.1708 -4.0072 -0.685
C 1.2616 2.0297 -3.6915 -0.168
C 2.4583 1.9175 -4.3482 -0.674
Cl 3.5722 0.5538 -3.9399 0.553
C 2.9407 2.8212 -5.2956 -0.715
Cl 4.4573 2.5775 -6.1191 0.596
C 2.1819 3.9510 -5.5844 -0.717
Cl 2.7413 5.1120 -6.7482 0.611
C 0.9739 4.1406 -4.9160 -0.711
Cl 0.0367 5.5693 -5.2332 0.617
C -4.6704 -1.6041 0.4343 -0.312
As -2.9526 -1.7872 -0.5161 0.985
C -3.3402 -3.4856 -1.4231 -0.306
C -2.0170 -2.7475 1.1461 -0.294
C -2.5790 -4.0033 1.6874 -0.315
C -3.5779 -4.0113 2.6691 -0.070
C -4.1436 -5.1958 3.1250 -0.110
C -3.7293 -6.4228 2.6213 -0.132
C -2.7286 -6.4382 1.6559 -0.112
C -2.1670 -5.2523 1.2037 -0.076
H -4.9272 -2.5285 0.9532 0.001
H -5.4454 -1.3596 -0.2888 0.003
H -4.5774 -0.7933 1.1585 0.018
H -3.6057 -4.2586 -0.7053 0.007
H -2.4584 -3.7981 -1.9866 0.007
H -4.1603 -3.3176 -2.1158 0.004
H -1.9961 -1.9430 1.8825 0.068
H -1.0143 -2.8925 0.7413 0.025
H -3.9068 -3.0636 3.0804 0.107
H -4.9160 -5.1566 3.8847 0.090
H -4.1723 -7.3458 2.9740 0.082
H -2.3797 -7.3815 1.2504 0.089
H -1.3858 -5.2801 0.4501 0.100
C 0.8984 -1.4756 -4.1548 -0.245
S 1.1262 -1.5230 -2.3849 0.835
O -0.2805 -1.6411 -1.8488 -0.865
C 1.7973 -3.1798 -2.2888 -0.379
C 3.1469 -3.4024 -2.5265 -0.088
C 3.6421 -4.6952 -2.4417 -0.090
C 2.7939 -5.7471 -2.1060 -0.099
C 1.4500 -5.5041 -1.8533 -0.076
C 0.9428 -4.2116 -1.9445 -0.059
H 0.1227 -2.2095 -4.3810 0.069
H 1.8366 -1.6977 -4.6597 0.039
H 0.5811 -0.4570 -4.3866 0.033
H 3.7993 -2.5673 -2.7593 0.108
H 4.6935 -4.8820 -2.6238 0.098
H 3.1863 -6.7540 -2.0303 0.094
H 0.7902 -6.3178 -1.5764 0.100
H -0.0952 -3.9827 -1.7316 0.090
N -3.6637 0.3433 -3.0730 -0.177
C -3.8712 -0.6181 -2.4506 -0.489
```

---

C43H40AuP2Si as an isolated structure. Source: OMol25; level of theory: ωB97M-V/def2-TZVPD.

Properties
- LUMO energy (spin up / spin down) (eV) = -2.132 / -5.982
- highest occupied orbital energy (spin up / spin down) (eV) = -8.485 / -10.973
- total charge = +1
- spin multiplicity = 3
- Kohn-Sham gap (spin up / spin down) (eV) = 6.353 / 4.991
- expectation value of S² = 2.02

The geometry in XYZ format:
```
87
Properties=species:S:1:pos:R:3:lowdin_charge:R:1
Au -0.2003 -0.0455 -0.1701 0.573
C 3.1479 0.2172 -1.6632 -0.204
Si 2.1932 -0.2691 -0.1362 0.488
C 2.7073 0.8537 1.2914 -0.294
C 3.8565 0.5856 2.0455 -0.081
C 4.2650 1.4300 3.0655 -0.063
C 3.5285 2.5725 3.3553 -0.062
C 2.3844 2.8532 2.6292 -0.077
C 1.9659 1.9968 1.6073 -0.376
P 0.4070 2.3726 0.7201 1.037
C 0.6125 4.0519 0.0695 -0.356
C 0.4569 5.2040 0.8391 -0.099
C 0.6790 6.4484 0.2703 -0.064
C 1.0496 6.5532 -1.0652 -0.066
C 1.1949 5.4107 -1.8388 -0.069
C 0.9704 4.1634 -1.2741 -0.093
C -0.8407 2.4470 2.0366 -0.380
C -0.7881 1.5062 3.0671 -0.089
C -1.8063 1.4394 4.0068 -0.065
C -2.8811 2.3156 3.9307 -0.077
C -2.9426 3.2497 2.9029 -0.081
C -1.9342 3.3078 1.9505 -0.104
C 2.5730 -2.0730 0.2645 -0.298
C 3.8911 -2.5474 0.2049 -0.093
C 4.1933 -3.8803 0.4396 -0.059
C 3.1742 -4.7797 0.7299 -0.060
C 1.8638 -4.3365 0.7898 -0.072
C 1.5628 -2.9908 0.5644 -0.376
P -0.1647 -2.4279 0.7249 1.011
C -0.5437 -2.4635 2.4916 -0.361
C -1.8815 -2.4308 2.8969 -0.101
C -2.2011 -2.3450 4.2422 -0.078
C -1.1892 -2.2684 5.1931 -0.082
C 0.1396 -2.2779 4.7951 -0.068
C 0.4658 -2.3731 3.4481 -0.077
C -1.2111 -3.6692 -0.0667 -0.365
C -1.6600 -4.8126 0.5930 -0.095
C -2.4389 -5.7392 -0.0840 -0.064
C -2.7763 -5.5288 -1.4152 -0.067
C -2.3393 -4.3875 -2.0735 -0.070
C -1.5632 -3.4560 -1.3994 -0.099
H 4.2267 0.1336 -1.4946 0.035
H 2.9332 1.2555 -1.9285 0.018
H 2.8821 -0.4211 -2.5080 0.034
H 4.4409 -0.3041 1.8354 0.094
H 5.1575 1.2005 3.6348 0.111
H 3.8416 3.2371 4.1505 0.111
H 1.8051 3.7369 2.8710 0.103
H 0.1555 5.1381 1.8776 0.103
H 0.5611 7.3406 0.8721 0.111
H 1.2181 7.5283 -1.5035 0.111
H 1.4747 5.4905 -2.8811 0.110
H 1.0726 3.2686 -1.8781 0.096
H 0.0522 0.8239 3.1360 0.101
H -1.7561 0.7069 4.8027 0.100
H -3.6685 2.2744 4.6731 0.109
H -3.7758 3.9400 2.8477 0.109
H -1.9955 4.0290 1.1426 0.106
H 4.6975 -1.8653 -0.0445 0.101
H 5.2199 -4.2211 0.3862 0.112
H 3.4009 -5.8243 0.9024 0.112
H 1.0713 -5.0434 1.0048 0.103
H -2.6701 -2.4763 2.1528 0.103
H -3.2384 -2.3376 4.5526 0.110
H -1.4390 -2.2029 6.2446 0.110
H 0.9268 -2.2185 5.5356 0.111
H 1.5051 -2.3828 3.1426 0.107
H -1.4110 -4.9756 1.6348 0.110
H -2.7835 -6.6277 0.4295 0.111
H -3.3855 -6.2549 -1.9382 0.110
H -2.6067 -4.2206 -3.1090 0.110
H -1.2283 -2.5579 -1.9069 0.089
C -5.2079 1.9541 -0.5237 -0.021
C -4.9066 0.4736 -0.1938 -0.615
C -5.5589 -0.4440 -1.2460 -0.033
C -5.4074 0.1333 1.2202 -0.031
C -3.4649 0.3074 -0.2563 -0.016
C -2.2107 0.1614 -0.3190 -0.074
H -6.2899 2.0929 -0.5037 0.098
H -4.8401 2.2231 -1.5139 0.095
H -4.7554 2.6172 0.2131 0.078
H -6.6413 -0.3100 -1.2138 0.094
H -5.3348 -1.4918 -1.0438 0.088
H -5.2067 -0.2011 -2.2484 0.093
H -6.4888 0.2751 1.2651 0.094
H -4.9370 0.7783 1.9622 0.077
H -5.1868 -0.9049 1.4722 0.085
```

---

Summary of M in g mol⁻¹
1039.25, 1072.98, 843.79
(order as listed above)
Summary of DFT total energy in a.u.
-8177.12518, -7020.76368, -2770.18365
(order as listed above)